No. 1
Molecular formula: H7NS2Si3
Method: DFT, ωB97M-V with the def2-TZVPD basis set

Geometry as XYZ:
```
13
Properties=species:S:1:pos:R:3:forces:R:3
N 1.046867 0.852856 0.179638 -0.80 -0.68 -3.49
Si 0.415477 1.178003 -1.415123 -0.04 -1.09 1.27
Si 0.779454 -0.740345 0.672897 -0.75 0.67 -0.19
Si -2.631130 -0.592368 -0.576251 0.96 3.33 1.45
S -2.151861 0.838558 0.819979 -1.00 -0.33 -0.67
S -0.347533 -1.041770 -1.232220 0.29 0.19 -1.11
H 1.473188 1.486211 0.728287 1.74 2.72 2.19
H -0.600224 2.302901 -1.670852 0.75 -0.99 0.14
H 1.570848 1.122283 -2.373535 -0.68 0.16 -0.05
H 2.064161 -1.453243 0.917079 -0.47 -0.35 -0.19
H -0.244016 -0.472496 1.663310 -0.08 -1.22 0.86
H -2.959458 -1.852836 -0.051942 -0.44 -1.59 0.00
H -3.490448 -0.010507 -1.663969 0.53 -0.81 -0.20
```
Positions in Å, forces in eV/Å.

Energy relative to the best compared isomer or geometry (same formula, charge and spin) = 40.79 kcal/mol
Calculated total energy = -1723.82981 Ha

***

No. 2
Molecular formula: H7O3
Method: DFT, ωB97M-V with the def2-TZVPD basis set

Geometry as XYZ:
```
10
Properties=species:S:1:pos:R:3:forces:R:3
O -0.399351 1.926440 1.210105 0.50 0.47 1.08
H -0.431230 2.892929 1.319525 -0.28 -0.19 -0.65
H 0.237873 1.681610 1.900648 -0.17 -0.25 0.02
O 0.467110 -2.135507 -0.665233 0.09 -1.05 -0.23
H 1.173293 -2.671120 -1.076656 -0.09 0.71 0.25
H -0.295182 -2.732446 -0.676607 -0.07 0.22 0.18
O -0.050116 0.273973 -0.547499 -0.12 0.73 0.37
H 0.227806 -0.746967 -0.462132 -0.30 0.59 -0.32
H -0.722864 0.463337 -1.210629 0.02 -0.50 -0.41
H -0.207340 1.047750 0.208477 0.41 -0.74 -0.30
```
Positions in Å, forces in eV/Å.

Energy relative to the best compared isomer or geometry (same formula, charge and spin) = 6.73 kcal/mol
Calculated total energy = -229.65125 Ha
Charge = +1